A structure of composition C42H47IN2NaO3PSe2Si, computed with ωB97M-V with the def2-TZVPD basis set.

Computed properties:
net charge = -2
HOMO-LUMO gap = 0.1831 hartree

```
100
C42H47IN2NaO3PSe2Si, DFT ωB97M-V with the def2-TZVPD basis set
Na 0.0445 -1.8545 -0.4604
I 2.3616 0.0387 1.2727
C 3.6410 1.3707 0.2164
C 4.8845 0.8430 -0.0272
C 5.9210 1.5994 -0.5967
C 5.7039 2.9096 -0.8860
C 4.4365 3.4976 -0.6622
C 4.2829 4.8737 -0.9619
C 3.0904 5.4949 -0.7772
C 1.9876 4.7431 -0.3361
C 2.0603 3.4029 -0.0476
P 0.4363 2.5483 0.2488
C 0.1601 2.8509 2.0308
C -0.9493 2.2214 2.5946
C -1.2028 2.3302 3.9520
C -0.3475 3.0631 4.7635
C 0.7632 3.6850 4.2113
C 1.0171 3.5790 2.8502
C -0.7096 3.7826 -0.4978
C -1.4657 4.7053 0.2184
C -2.3864 5.5204 -0.4288
C -2.5577 5.4297 -1.8019
C -1.8074 4.5118 -2.5273
C -0.9012 3.6904 -1.8777
C 3.3426 2.7314 -0.1475
H 5.0741 -0.1873 0.2448
H 6.8860 1.1414 -0.7740
H 6.4935 3.5314 -1.2925
H 5.1425 5.4150 -1.3411
H 2.9701 6.5496 -0.9916
H 1.0314 5.2467 -0.2516
H -1.5987 1.6239 1.9656
H -2.0452 1.8025 4.3793
H -0.5296 3.1243 5.8298
H 1.4458 4.2415 4.8430
H 1.8950 4.0551 2.4301
H -1.3430 4.7814 1.2918
H -2.9743 6.2271 0.1453
H -3.2823 6.0601 -2.3038
H -1.9427 4.4205 -3.5983
H -0.3453 2.9531 -2.4451
O 2.5146 -2.1330 4.1276
C 2.4200 -3.1470 3.1148
C 1.1374 -3.9661 3.2390
C 1.2268 -4.8237 4.5173
O 1.3811 -4.0827 5.7205
C -0.0996 -3.0578 3.3659
Se -0.1410 -1.3256 2.3970
C 1.0060 -4.9608 2.0736
Se 1.3926 -4.3174 0.2463
H 1.8386 -1.4733 3.8707
H 3.2911 -3.7982 3.2348
H 2.4676 -2.7033 2.1212
H 2.0695 -5.5211 4.4011
H 0.3143 -5.4225 4.6230
H 1.8579 -3.2717 5.4675
H -0.2420 -2.7965 4.4135
H -0.9803 -3.6252 3.0557
H -0.0126 -5.3583 2.0866
H 1.6788 -5.8065 2.2381
C 1.9091 0.5005 -2.7029
Si 0.5598 -0.3397 -3.6977
C -0.1508 0.9712 -4.8863
C 1.4739 -1.6110 -4.7648
N -0.5859 -1.0084 -2.6363
C -1.5675 -1.8340 -3.0688
C -1.8835 -2.0986 -4.4250
C -2.8461 -3.0141 -4.8194
C -3.5642 -3.7299 -3.8778
C -3.3154 -3.4839 -2.5273
C -2.3818 -2.5462 -2.1418
O -2.1093 -2.2795 -0.7924
C -3.0110 -2.7575 0.1359
C -2.5699 -3.7062 1.0417
C -3.4459 -4.1663 2.0151
C -4.7452 -3.6836 2.0806
C -5.1741 -2.7330 1.1617
C -4.3097 -2.2680 0.1831
H 2.5446 1.1257 -3.3370
H 2.5497 -0.2404 -2.2180
H 1.4920 1.1231 -1.9146
H 0.6041 1.7166 -5.1534
H -0.9857 1.4901 -4.4077
H -0.5287 0.5327 -5.8128
H 2.3408 -1.1625 -5.2587
H 0.8408 -2.0617 -5.5306
H 1.8323 -2.4177 -4.1205
H -1.3285 -1.5630 -5.1846
H -3.0245 -3.1749 -5.8777
H -4.3012 -4.4673 -4.1690
H -3.8631 -4.0354 -1.7753
H -1.5472 -4.0614 0.9596
H -3.1045 -4.9032 2.7313
H -5.4210 -4.0437 2.8465
H -6.1861 -2.3483 1.2073
H -4.6311 -1.5410 -0.5517
N -2.7328 0.9346 -0.2255
H -3.1603 0.2533 0.3935
H -2.0352 0.4281 -0.7646
H -3.4411 1.2401 -0.8829
```

=====

A structure of composition C4H13HgO11S2 at a distorted geometry, computed with ωB97M-V with the def2-TZVPD basis set.

Computed properties:
net charge = -3
HOMO-LUMO gap = 0.1405 hartree

```
31
C4H13HgO11S2, DFT ωB97M-V with the def2-TZVPD basis set
Hg 1.0666 0.4667 -0.7117
S 1.6512 2.6726 1.1242
O 2.6862 3.5731 0.6048
O 2.0656 1.2356 1.1824
O 1.1353 3.2056 2.4047
O 0.5617 2.5968 0.1026
S 1.6957 -1.6157 -2.5615
O 2.3546 -1.4655 -1.2227
O 2.4889 -0.8887 -3.5581
O 1.5595 -3.0251 -2.9730
O 0.4061 -0.8587 -2.4380
O 2.8971 1.4615 -1.6993
H 3.5029 0.8403 -1.2903
C -3.2651 2.1695 -0.7447
C -2.3602 1.0335 -1.2897
O -1.3794 0.7752 -0.2935
H -3.7762 2.0059 0.2042
H -4.0179 2.3710 -1.5181
H -2.5977 3.0269 -0.6621
H -1.8295 1.4544 -2.1431
H -2.8670 0.1201 -1.6084
H -1.7113 1.0277 0.5693
C -0.6556 -3.0619 2.4135
C 0.3421 -1.9465 2.1335
O 0.4168 -1.6640 0.7559
H -0.1658 -4.0297 2.3125
H -1.5458 -2.9062 1.8064
H -0.9923 -2.9191 3.4522
H 1.3054 -2.2327 2.5904
H 0.1001 -1.0157 2.6594
H 0.9280 -2.4070 0.3980
```

=====

| no. | E_HOMO (eV) |
| --- | --- |
| 1 | -1.23 |
| 2 | 3.01 |